No. 1
The following is a quantum chemistry calculation of 2 unconnected molecules or ions with the total composition C25H22FN2O10S2 in a non-equilibrium geometry, from the OMol25 dataset.

Each line ends with the Löwdin charge.
Cartesian coordinates (Å):
1 C -1.5379 -4.9901 -1.7888  -0.136
2 C -1.7613 6.4793 1.5561  -0.068
3 H -6.2879 -1.3113 -0.7684  0.088
4 H 6.2626 1.0603 -1.8209  0.109
5 H -0.1583 -4.9719 0.5145  0.126
6 O 1.5265 5.0459 3.8597  -0.293
7 C 5.8284 2.6416 -0.3844  -0.073
8 O 3.2764 -2.0706 0.3533  0.020
9 C 5.7376 1.3474 -0.9097  -0.057
10 C -2.4936 -3.8806 -1.6634  -0.116
11 O -3.4112 -4.8367 0.2887  0.033
12 C -2.9409 -3.3103 -2.9269  -0.472
13 O 3.5261 -1.6136 -1.7935  0.019
14 C 1.7166 -4.1040 -0.0884  0.009
15 C 4.9666 0.3952 -0.2471  -0.062
16 C -4.5271 -2.1571 -1.6237  -0.561
17 H -3.8696 3.7935 1.6240  0.111
18 O -4.1193 -2.6040 -2.9171  0.058
19 C -0.1088 -4.5518 -1.5997  -0.161
20 H -1.8014 -5.7024 -1.0057  0.113
21 C -0.6501 5.9062 2.1831  -0.058
22 H 2.1496 -4.0567 0.9033  0.114
23 H -3.6374 -0.2218 -1.7963  0.092
24 H -1.7155 7.5186 1.2285  0.106
25 C -2.9162 5.7160 1.3387  -0.072
26 C -5.9496 -1.6259 -1.7586  0.001
27 C -3.4969 -4.0296 -0.6211  -0.477
28 H 0.2708 6.4620 2.3422  0.113
29 S 3.3658 2.5135 2.8423  0.723
30 H 6.4692 3.3802 -0.8617  0.101
31 H -4.0046 -0.7206 -0.1274  0.090
32 C -1.8651 3.8132 2.4156  -0.047
33 H -1.8726 2.7754 2.7472  0.122
34 O -4.6278 -3.2665 -0.7168  0.057
35 C 4.1685 0.7432 0.8397  -0.039
36 H -1.6662 -5.3931 -2.7986  0.121
37 S 0.7020 3.9165 3.5110  0.721
38 N 3.1251 -2.3449 -0.8611  -0.304
39 O 3.2509 1.3714 3.7075  -0.272
40 C 4.2424 2.0414 1.3319  -0.270
41 H -5.9490 -0.7918 -2.4629  0.087
42 C -0.7118 4.5768 2.5956  -0.271
43 C -2.9699 4.3901 1.7807  -0.064
44 O -2.3779 -3.4928 -3.9907  0.039
45 H 5.1396 3.9809 1.1866  0.108
46 H -2.5732 -1.3838 -0.9596  0.087
47 O 0.2209 2.9902 4.5024  -0.277
48 O 3.9655 3.7484 3.2877  -0.297
49 C 0.4444 -4.5950 -0.3122  -0.001
50 H 4.9591 -0.6184 -0.6095  0.072
51 F 0.9311 1.6761 1.9607  -0.127
52 C 1.8982 -3.5724 -2.5035  0.013
53 H -6.5964 -2.4254 -2.1283  0.091
54 H 0.1327 -4.0067 -3.6677  0.118
55 C 0.6161 -4.0559 -2.6900  0.000
56 C 2.3769 -3.5024 -1.1799  -0.179
57 H 2.4705 -3.1361 -3.3142  0.114
58 H 3.4864 0.0232 1.2832  0.104
59 N 1.6634 2.9570 2.2292  -0.166
60 C -3.6111 -1.0612 -1.0914  0.003
61 C 5.0895 2.9857 0.7531  -0.067
62 H -3.7710 6.1561 0.8224  0.106

The calculation puts the molecular weight at 593.59 g/mol. The value obtained for the orbital gap is 0.20909 hartree. The value obtained for the HOMO energy is -4.294 eV. As for the net charge: -1. The calculation puts the max |F| at 2.88 eV/A.


No. 2
The following is a quantum chemistry calculation of a molecular structure, C25H22IN2O3PRu, from the OMol25 dataset.

Each line ends with the Löwdin charge.
Cartesian coordinates (Å):
1 C 0.2898 2.9060 1.1581  -0.093
2 H 4.7951 -4.5144 -0.4916  0.127
3 C -0.4656 0.5443 -2.7763  -0.098
4 H 0.4768 1.2355 4.6481  0.127
5 C 0.3248 3.6855 2.3013  -0.043
6 C 2.8311 -3.6439 -0.6316  -0.141
7 H 0.3105 4.7636 2.2163  0.122
8 C -3.1097 -2.1149 -0.8537  -0.480
9 C 4.2330 -3.5943 -0.5631  -0.030
10 H -4.2976 0.0234 1.0236  0.119
11 H 0.3888 -0.0900 -2.9780  0.101
12 C -2.4149 1.7236 -3.5436  -0.019
13 H 5.8907 0.0160 -0.8698  0.135
14 H 0.2564 3.3816 0.1854  0.112
15 C 4.8572 -2.3849 -0.6403  0.011
16 Ru -1.6408 -0.9907 0.0043  1.020
17 C 2.6877 -1.2011 -0.6888  -0.192
18 C 2.7529 1.2363 -0.7603  -0.058
19 H -4.3755 -3.7259 -1.3949  0.114
20 C 2.1009 -2.4910 -0.7115  -0.557
21 H 2.3428 -4.6097 -0.6451  0.099
22 C 4.1136 -1.1822 -0.7149  -0.137
23 O -1.5577 -1.6240 1.8373  -0.233
24 C 0.3903 3.0852 3.5547  -0.029
25 H 2.2465 2.1934 -0.7090  0.111
26 H 0.4204 -0.1688 2.6372  0.106
27 C -2.6272 2.2376 -2.2707  -0.042
28 C 4.8092 0.0453 -0.8305  0.023
29 C -3.7103 -3.4365 -0.5826  0.001
30 C -0.6721 1.0528 -1.4799  -0.406
31 C -2.1236 -1.0487 2.9225  -0.672
32 H 4.6786 2.1702 -1.0062  0.126
33 N -3.3384 0.2517 1.2738  0.018
34 H -3.0841 1.9908 -4.3504  0.128
35 C 2.0261 0.0666 -0.6449  -0.289
36 C 0.4264 1.7021 3.6737  -0.034
37 H -1.1600 0.5094 -4.7957  0.127
38 H -3.2189 1.2543 1.1629  0.098
39 C 0.3921 0.9106 2.5373  -0.085
40 H -3.4524 2.9127 -2.0886  0.124
41 C -1.7682 1.9045 -1.2373  -0.110
42 O -3.3311 -1.2502 -1.6450  0.085
43 O -1.8287 -1.3247 4.0451  0.141
44 H -1.9111 2.3344 -0.2549  0.091
45 H -4.2687 -3.3544 0.3543  0.117
46 H 5.9374 -2.3207 -0.6460  0.132
47 H 0.4179 3.7023 4.4427  0.123
48 H -3.5880 0.3269 3.3537  0.167
49 C 4.1461 1.2361 -0.8986  -0.023
50 P 0.3396 0.4242 -0.1410  1.008
51 I 0.0752 -2.8717 -1.1522  1.246
52 C 0.3189 1.5121 1.2772  -0.364
53 C -1.3314 0.8847 -3.7960  -0.033
54 N -3.0784 -0.1095 2.6007  0.019
55 H -2.9227 -4.1712 -0.4172  0.088

The calculation puts the molecular weight at 657.41 g/mol. As for the spin multiplicity: 5. The value obtained for the orbital gap (spin up / spin down) is 0.26488 / 0.20254 hartree. The value obtained for the HOMO energy (spin up / spin down) is -14.099 / -14.278 eV. As for the net charge: +2. The calculation puts the max |F| at 0.32 eV/A. As for the expectation value of S²: 6.0220.


No. 3
The following is a quantum chemistry calculation of a molecular structure, C25H22N4OS2SeW, from the OMol25 dataset.

Each line ends with the Löwdin charge.
Cartesian coordinates (Å):
1 H -1.5359 3.9431 1.0835  0.103
2 W -0.2146 1.0587 -0.3420  1.166
3 H -4.0874 -1.3838 -1.4659  0.113
4 H -0.1195 -5.6736 1.3225  0.127
5 H 1.7484 -5.2061 -0.2588  0.136
6 H -2.7157 1.1721 0.9691  0.099
7 S 1.9452 2.0746 -0.1627  0.683
8 C -1.6755 -0.0822 -2.1530  -0.240
9 C 0.3965 -2.0330 0.0580  -0.334
10 H -1.6569 4.9937 -0.3676  0.113
11 H 0.1588 3.6916 -0.6172  0.060
12 C 1.6753 1.1600 2.3638  -0.583
13 C -2.0424 0.8967 0.1608  -0.215
14 C 0.0451 0.6743 -3.7218  -0.045
15 C -0.7712 -3.6104 1.4137  -0.005
16 C -3.7200 1.2901 -1.5933  -0.008
17 C -1.7060 3.9762 0.0091  -0.016
18 H -2.6593 3.5275 -0.2462  0.077
19 N 2.2879 -2.7440 -1.1400  -0.175
20 H -4.4520 1.5372 -0.8245  0.108
21 N 0.7139 -0.8328 -0.4510  -0.413
22 O -0.6698 3.1864 -0.6645  -0.327
23 N 4.2122 0.3538 6.3565  0.227
24 C -3.5176 -0.9920 -0.6215  -0.025
25 H 4.6342 2.1410 1.0066  0.138
26 C -1.4218 -1.3946 -2.5661  -0.008
27 C 3.9216 1.7701 1.7306  -0.016
28 C 0.2677 -0.6308 -4.1190  -0.064
29 C 5.7433 1.5695 3.3296  -0.146
30 H -1.2218 1.9928 -2.6157  0.113
31 C -2.7197 0.2378 -1.0602  -0.532
32 S -0.0143 0.9801 1.9325  0.828
33 H -3.2340 2.2075 -1.9235  0.078
34 C 0.0597 -4.6754 0.9483  -0.023
35 C 1.0745 -4.4335 0.0845  0.025
36 H 1.3980 0.4881 4.3937  0.135
37 H -1.9753 -2.2159 -2.1360  0.124
38 H -2.8900 -1.7872 -0.2320  0.066
39 C 4.3539 1.4369 3.0096  -0.143
40 C 3.4417 0.9727 3.9737  -0.149
41 Se 2.2864 -1.0165 -1.3815  1.220
42 C -0.9390 0.9536 -2.7632  -0.145
43 H -1.5375 -3.8440 2.1419  0.129
44 C -0.6251 -2.3204 0.9911  -0.043
45 N 6.8633 1.6637 3.5623  0.231
46 C -0.4812 -1.6575 -3.5499  -0.023
47 C 1.2819 -3.0937 -0.3635  -0.347
48 C 3.8828 0.6265 5.2916  -0.150
49 H -4.2325 -0.7103 0.1515  0.109
50 H -1.2404 -1.5285 1.3910  0.079
51 H -0.3297 -2.6785 -3.8770  0.134
52 C 2.0986 0.8413 3.6487  -0.016
53 H -4.2516 0.8644 -2.4452  0.117
54 C 2.5816 1.6208 1.4095  -0.611
55 H 0.5834 1.4897 -4.1878  0.133
56 H 1.0018 -0.8478 -4.8835  0.131

The calculation puts the molecular weight at 721.41 g/mol. The value obtained for the orbital gap is 0.22824 hartree. The value obtained for the HOMO energy is -14.688 eV. As for the net charge: +2. The calculation puts the max |F| at 0.31 eV/A.